Entry 1:
DFT (ωB97M-V with the def2-TZVPD basis set) results for the molecule C5H6N2O at a distorted geometry.

```
14
Properties=species:S:1:pos:R:3:forces:R:3
O 0.180 1.826 0.261 -0.85 -0.71 -0.33
H -3.144 -0.878 -0.272 0.65 -0.07 -0.12
C -0.895 -1.418 0.034 -0.54 -0.69 -0.71
N -1.886 0.729 -0.167 0.57 -0.19 0.00
H 2.188 0.998 -0.481 -0.09 0.79 0.24
N 2.417 0.035 -0.564 -0.16 -1.35 0.25
H 1.815 -1.831 0.156 0.17 -0.26 0.11
C -2.101 -0.531 -0.183 -0.96 -0.13 0.34
C 0.114 -0.581 0.149 1.77 0.33 0.09
C 1.610 -0.789 0.367 -0.74 0.41 -0.82
H 3.407 -0.105 -0.379 -0.25 0.13 -0.02
H 1.799 -0.597 1.421 0.18 0.08 0.27
H -0.859 -2.520 -0.051 -0.19 0.89 0.27
C -0.456 0.816 0.071 0.43 0.77 0.43
```
Positions in Å, forces in eV/Å.

* Kohn-Sham gap: 8.5 eV
* SMILES string: NCC1=CC=NC1=O
* E: -378.83472 Ha

---

Entry 2:
DFT (ωB97M-V with the def2-TZVPD basis set) results for the molecule C5H6N2O2 at a distorted geometry.

```
15
Properties=species:S:1:pos:R:3:forces:R:3
O -2.273 1.842 -0.408 -1.55 0.24 0.77
C 0.924 -0.033 -0.011 0.11 -0.38 -0.05
H 1.544 -3.280 0.079 0.00 0.24 0.07
C -0.445 0.404 -0.138 0.04 -0.43 -0.42
N 1.785 -2.360 0.432 0.33 -0.36 0.01
C -0.934 1.766 -0.392 1.40 0.84 1.69
N -0.268 2.852 -0.307 -0.16 -0.67 -0.53
O -0.437 -1.790 0.207 0.14 -0.48 0.25
H -2.297 -0.868 0.017 0.38 0.08 -0.02
H 2.736 -2.100 0.206 -0.24 -0.03 0.01
H 1.831 0.564 -0.038 -0.30 -0.17 -0.08
H 0.730 2.672 -0.224 -0.07 -0.09 0.02
C -1.226 -0.700 0.034 -0.03 0.65 -0.44
H -2.523 2.414 0.356 0.14 -0.26 -1.17
C 0.853 -1.383 0.185 -0.18 0.83 -0.13
```
Positions in Å, forces in eV/Å.

* Kohn-Sham gap: 8.8 eV
* SMILES string: [H]/N=C(/O)c1coc(N)c1
* E: -454.09695 Ha

---

Calculated values (kcal per mole) of energy relative to the best compared isomer or geometry (same formula, charge and spin) for the records, taken in order: 22.73, 23.38.